Entry 1:
Computed, not measured: a cluster of 9 separate species, C46H66Cl16I2NO5P in total, with ωB97M-V/def2-TZVPD.

HOMO-LUMO gap, eV: 7.173
Structure (SMILES): C=CCC1=C(c2ccncc2)C(=O)c2c(CCCCCCOC(C)=O)cc([C@H](I)[C@H](C)I)c(P(C)O)c2C1=O.ClCCCl.ClCCCl.ClCCCl.ClCCCl.ClCCCl.ClCCCl.ClCCCl.ClCCCl

```
137
C46H66Cl16I2NO5P | the OMol25 dataset | ωB97M-V/def2-TZVPD
C -5.52126 6.04822 0.22273
C -4.17769 5.99556 -0.11135
C -3.68230 4.72120 -0.86651
C -2.52906 3.96706 -0.14567
C -2.80438 3.09026 0.86015
C -4.20860 2.76623 1.37317
C -4.71977 3.11407 2.69495
C -6.04747 2.71355 3.07198
N -7.00698 2.03832 2.37248
C -6.47578 1.72158 1.15566
C -5.19151 2.02232 0.58785
C -1.58959 2.33383 1.50420
O -1.53621 2.08503 2.68102
C -0.45028 1.98516 0.48649
C 0.33007 0.75724 0.52912
C 0.08012 -0.29937 1.65012
C 1.25921 -0.27343 2.71365
C 0.83037 -0.82665 4.12725
C 0.81281 -2.40348 4.06461
C 0.94287 -3.11604 5.45970
C 0.88974 -4.69151 5.25811
O -0.44065 -5.23161 5.33629
C -1.13073 -5.13846 4.13279
C -0.66109 -5.79414 2.79149
O -2.14822 -4.49229 4.10299
C 1.33339 0.51550 -0.48828
C 1.63944 1.43505 -1.59717
C 2.74159 0.96706 -2.58554
I 4.40262 2.39122 -2.78191
C 2.22700 0.45253 -3.99268
C 0.84438 1.02145 -4.47012
I 1.99770 -1.72154 -3.87772
C 0.86949 2.68782 -1.63460
P 1.19635 3.97963 -2.98286
C 2.20026 5.32793 -2.13062
O -0.26238 4.61497 -3.54917
C -0.15829 2.93441 -0.61335
C -1.05203 4.22203 -0.60296
O -0.65618 5.32405 -0.87711
H -5.91198 6.22975 1.26776
H -6.25560 5.85941 -0.60512
H -3.44964 6.81432 0.08300
H -4.54310 4.00107 -0.93308
H -3.36787 4.89915 -1.93514
H -4.08346 3.68630 3.40471
H -6.36131 2.99608 4.11281
H -7.16818 1.12722 0.50037
H -4.94413 1.69206 -0.44543
H 0.03910 -1.33634 1.22059
H -0.87264 -0.13110 2.20585
H 2.04383 -0.98549 2.32864
H 1.70052 0.75271 2.76023
H -0.19951 -0.49422 4.43166
H 1.57082 -0.51610 4.91614
H 1.69356 -2.75005 3.44581
H -0.12171 -2.71961 3.53120
H 1.99127 -2.90675 5.84212
H 0.15211 -2.83054 6.19872
H 1.56868 -5.18515 6.00740
H 1.36644 -4.88115 4.25462
H -0.91377 -5.12338 1.93422
H -1.16563 -6.77712 2.61721
H 0.44007 -5.96458 2.76886
H 1.91644 -0.43187 -0.43605
H 3.22894 0.07981 -2.09767
H 2.95944 0.66056 -4.81842
H 0.98536 2.03262 -4.93842
H 0.50219 0.35932 -5.31859
H 0.02930 0.99000 -3.71041
H 3.15263 4.89124 -1.72061
H 1.66998 5.79614 -1.26483
H 2.48229 6.13825 -2.85382
H -0.39405 4.37934 -4.48296
Cl -1.59447 8.50523 0.05974
C -2.36545 9.77968 1.03727
C -2.39185 9.43219 2.50835
Cl -3.50119 8.08294 2.86013
H -3.36929 9.94385 0.64640
H -1.78631 10.69071 0.88265
H -2.74357 10.28921 3.08378
H -1.40206 9.15970 2.87294
Cl 6.06852 -0.72478 -4.85154
C 7.41973 -0.23640 -5.90513
C 7.26705 1.18348 -6.40008
Cl 5.91888 1.35113 -7.55207
H 7.47789 -0.94521 -6.73031
H 8.33145 -0.32658 -5.31382
H 8.17225 1.49069 -6.92479
H 7.09708 1.87778 -5.57764
Cl 6.01176 -4.95098 -1.56801
C 5.44785 -3.27666 -1.81151
C 5.86107 -2.36349 -0.68063
Cl 5.00323 -2.74021 0.83581
H 4.36481 -3.29997 -1.93161
H 5.88713 -2.92888 -2.74728
H 5.61793 -1.33034 -0.93349
H 6.93150 -2.42403 -0.48744
Cl -3.13167 -5.36302 -6.35582
C -1.42081 -5.21484 -5.87438
C -1.19774 -4.07078 -4.91095
Cl -1.42216 -2.48688 -5.69256
H -0.82419 -5.09874 -6.77858
H -1.14336 -6.15592 -5.40197
H -0.16988 -4.09171 -4.53216
H -1.87531 -4.12775 -4.05918
Cl -2.06447 -7.53269 -0.41431
C -0.93952 -8.89725 -0.63043
C -0.30742 -9.32580 0.67388
Cl 0.82875 -8.10483 1.30135
H -0.18771 -8.60230 -1.36170
H -1.51804 -9.72134 -1.04898
H 0.26371 -10.24259 0.52443
H -1.05850 -9.51405 1.44060
Cl -7.71152 6.75458 1.53603
C -9.43681 6.86848 1.98318
C -9.73667 6.15850 3.28406
Cl -9.58756 4.39033 3.13257
H -10.02506 6.46339 1.16028
H -9.67041 7.92981 2.07915
H -10.76281 6.36518 3.59033
H -9.07046 6.48666 4.08140
Cl 5.21740 -1.52732 6.10099
C 5.55095 -2.03566 7.77619
C 5.07581 -3.44425 8.04788
Cl 3.29853 -3.56125 8.05209
H 5.07999 -1.31789 8.44685
H 6.63067 -1.97626 7.91635
H 5.41693 -3.76697 9.03209
H 5.45901 -4.14645 7.30837
Cl 1.43598 -5.60826 -4.70564
C 2.99181 -6.11146 -5.41690
C 3.45405 -5.15928 -6.49539
Cl 2.42428 -5.24010 -7.94716
H 2.87665 -7.12563 -5.79773
H 3.71957 -6.13373 -4.60472
H 4.46528 -5.42010 -6.80887
H 3.46139 -4.12761 -6.14294
```

Entry 2:
Computed, not measured: a structure of composition C46H67CsGeN2O4, with ωB97M-V/def2-TZVPD.

Net charge: -2
HOMO-LUMO gap (alpha / beta), eV: 5.512 / 4.462

```
121
C46H67CsGeN2O4 | the OMol25 dataset | ωB97M-V/def2-TZVPD
Cs -26.21696 -3.28776 -1.19192
C -26.96757 -3.13784 7.65393
N -27.66294 -2.55448 6.62077
C -28.10211 -1.17087 6.73914
C -27.40814 -3.09541 5.33290
C -25.92979 -2.96885 4.95386
N -25.81860 -3.20639 3.50600
C -24.40604 -2.90344 3.12119
C -24.18766 -1.41484 2.98763
C -23.61691 -0.67065 4.01205
C -23.54772 0.70453 4.01085
C -24.27270 1.29419 2.98109
C -24.92568 0.61003 1.96368
C -24.80540 -0.78682 1.86598
O -25.24720 -1.47145 0.88516
C -25.71090 1.50877 0.95954
C -25.88703 2.94665 1.38400
C -27.10793 0.90284 0.79522
C -25.01423 1.55846 -0.40329
C -22.82606 1.44787 5.17418
C -23.55350 1.30569 6.51620
C -22.59046 2.99452 4.88199
C -21.42010 0.91402 5.27318
C -26.16745 -4.63976 3.19903
C -25.03465 -5.57181 2.79412
C -24.21706 -6.16415 3.75712
C -23.27107 -7.13027 3.44569
C -23.24323 -7.57673 2.12416
C -23.97858 -7.00888 1.08289
C -24.97200 -5.97948 1.38763
O -25.64627 -5.35894 0.50804
C -23.76485 -7.49391 -0.34463
C -22.40938 -8.21339 -0.62490
C -24.92922 -8.43961 -0.75755
C -23.80707 -6.40362 -1.44894
C -22.36425 -7.77646 4.46897
C -22.72669 -7.41303 5.92831
C -20.87722 -7.37824 4.28632
C -22.51122 -9.30478 4.33283
H -27.35267 -2.86794 8.66730
H -34.27074 -1.37446 -9.01354
H -26.58721 -4.16773 7.40266
H -29.05319 -1.03168 6.22763
H -27.39495 -0.45805 6.26800
H -28.24331 -0.90599 7.81203
H -27.97488 -2.58149 4.54747
H -27.66997 -4.15016 5.39691
H -25.28706 -3.59388 5.46164
H -25.68800 -1.89599 5.19268
H -24.18299 -3.31857 2.14671
H -23.81558 -3.38318 3.81719
H -23.16516 -1.24813 4.83684
H -24.35889 2.37621 3.03941
H -26.30142 3.07546 2.37494
H -26.43892 3.51370 0.65187
H -24.94863 3.45497 1.43052
H -27.66098 0.91035 1.73216
H -27.12481 -0.14673 0.55833
H -27.77206 1.34850 0.02851
H -23.99292 1.84161 -0.38566
H -25.54848 2.26291 -1.03920
H -25.12932 0.58662 -0.91623
H -24.57430 1.73337 6.53661
H -23.04518 1.90639 7.27013
H -23.50832 0.26858 6.79551
H -23.52599 3.58380 4.98304
H -22.20823 3.16966 3.84168
H -21.87875 3.50887 5.58926
H -21.34915 -0.11047 5.67057
H -20.70092 1.45478 5.93709
H -21.01283 0.80424 4.25416
H -26.92712 -4.69663 2.37125
H -26.68575 -5.13172 4.04876
H -24.45085 -5.87116 4.77855
H -22.54720 -8.44257 1.86753
H -22.35245 -9.21004 -0.25409
H -21.61585 -7.71267 -0.11552
H -22.17940 -8.27180 -1.66577
H -25.02828 -9.36914 -0.13150
H -24.84716 -8.75658 -1.80524
H -25.87554 -7.95047 -0.68804
H -22.99852 -5.68462 -1.29314
H -24.72730 -5.83480 -1.26823
H -23.79926 -6.86359 -2.43356
H -22.66661 -6.33933 6.11871
H -22.07190 -7.91906 6.65997
H -23.77821 -7.65668 6.19925
H -20.83130 -6.28827 4.46929
H -20.56622 -7.53442 3.24702
H -20.30876 -7.86054 5.05173
H -23.57985 -9.61150 4.37199
H -21.99700 -9.71567 5.17348
H -21.98511 -9.71930 3.45556
O -25.95250 -3.24859 -4.74620
H -25.30851 -2.65683 -5.18688
H -26.84065 -2.85307 -4.95104
O -35.16936 -1.50806 -9.32852
Ge -29.26953 -1.23935 -4.34917
C -30.66736 -1.78120 -5.62455
C -30.98005 -3.12259 -5.64065
C -31.98540 -3.61577 -6.50264
C -32.70601 -2.67905 -7.24874
C -32.45225 -1.27865 -7.15663
C -31.41605 -0.84360 -6.38017
C -28.84856 0.67507 -4.64319
C -28.67037 1.27804 -5.91834
C -28.38889 2.63284 -6.05407
C -28.34377 3.43190 -4.91194
C -28.35076 2.85241 -3.69653
C -28.64957 1.48793 -3.53446
H -34.86489 -0.74877 -9.91798
H -30.45100 -3.80794 -4.96698
H -32.28578 -4.63354 -6.49272
H -33.49583 -3.01195 -7.89030
H -32.98060 -0.62535 -7.85852
H -31.14744 0.20550 -6.27163
H -28.78037 0.72739 -6.81999
H -28.46470 3.05616 -7.04161
H -28.18455 4.50739 -5.00202
H -28.21196 3.44936 -2.82832
H -28.86310 1.13553 -2.56709
```

Question: What is the formula in the second record?
Answer: C46H67CsGeN2O4

Question: Which formula does entry 1 have?
Answer: C46H66Cl16I2NO5P